Computed, not measured: a cluster of 8 separate species, C57H52FNO29P in total at a distorted geometry, with wB97M-V/def2-TZVPD.

charge	-1
gap between HOMO and LUMO	2.99	eV
LUMO	-0.67	eV
energy above the lowest of the compared OMol25 structures with the same formula, charge and spin	0.0	kJ/mol
strongest force on any atom	3.17	eV/Å

Each line ends with the Mulliken charge.
Element x y z (Å)
1 O -10.817 -3.892 -3.235  -0.5794
2 C -2.116 5.957 -3.708  -0.9943
3 C -1.504 -0.481 1.380  -0.4350
4 C 5.804 1.064 -0.164  0.4395
5 H -2.980 2.699 -1.381  -0.7024
6 O 11.393 -6.997 1.383  -0.5476
7 H -1.665 1.986 2.970  0.2429
8 H 7.885 -7.848 -1.466  0.4352
9 C -1.574 3.021 0.978  0.1319
10 C 11.526 -2.849 1.416  0.9917
11 C -1.346 6.699 -4.506  0.3717
12 O -7.298 -4.836 6.716  -0.5829
13 C 3.693 0.462 -1.205  1.0136
14 H 0.146 3.341 -0.676  0.4331
15 H -8.542 0.015 1.552  0.3741
16 O 2.767 0.716 -1.947  -0.5874
17 C -3.378 1.677 -1.241  0.4311
18 C -6.924 -4.727 -1.931  0.2794
19 O -9.916 -6.403 -2.828  -0.6325
20 C -4.803 1.885 -0.639  0.0596
21 C -8.731 -3.065 -2.563  -0.9350
22 C -7.304 -2.416 6.774  1.0116
23 H 9.228 -0.594 0.121  0.3770
24 H -11.199 -4.784 -3.331  0.3458
25 C -9.556 -4.087 -2.805  0.4004
26 C -0.276 2.322 -0.898  -0.7520
27 H 2.092 -1.216 -1.309  0.2702
28 C -0.698 8.386 -0.997  -0.7026
29 H -7.134 -0.245 6.678  0.4316
30 C 4.737 -1.179 0.323  -0.8853
31 H 11.824 -9.574 1.168  0.4334
32 O 6.833 1.906 0.067  -0.6085
33 H 12.293 1.125 2.826  0.3506
34 C 10.185 -10.100 -0.169  0.9608
35 O -8.081 -2.455 7.712  -0.6347
36 C 12.323 -1.916 2.210  -1.0632
37 O -0.438 6.214 1.807  -0.5159
38 H 10.085 -4.040 0.029  0.2417
39 H -2.689 6.385 -2.896  0.4708
40 H -5.657 -4.631 4.671  0.4338
41 C -6.001 -3.711 5.122  -1.0393
42 C 10.059 -1.003 0.677  -0.7222
43 C 1.463 8.767 0.264  0.3694
44 H -3.418 1.184 -2.249  0.3793
45 O -1.237 8.034 -4.343  -0.5508
46 H 0.630 1.679 -1.060  -0.1035
47 O 2.693 -1.681 -0.689  -0.5982
48 O -4.767 -2.417 3.593  -0.5226
49 C -0.563 6.091 -5.623  0.9520
50 O 9.233 -6.139 -0.027  -0.5097
51 C -6.801 -1.164 6.216  -0.8666
52 O 12.725 0.262 2.966  -0.5713
53 C -0.639 4.643 -5.808  -0.7993
54 C -5.689 0.809 -0.230  0.2277
55 C -5.514 -2.456 4.546  0.9693
56 O -5.659 -4.925 -1.528  -0.5725
57 C -5.961 -1.175 5.174  0.2857
58 H -2.704 3.429 2.800  0.3048
59 H 10.970 -6.125 1.251  0.2662
60 H -0.353 0.236 3.107  0.2898
61 H -0.777 2.417 -1.893  0.2646
62 O -1.883 4.089 0.443  -0.2817
63 H -8.212 -0.868 -0.056  0.0304
64 H 4.757 2.347 -1.486  0.4554
65 C -9.123 -5.504 -2.611  0.9590
66 C -7.003 0.981 0.376  0.5773
67 C -7.485 2.349 0.571  -0.8066
68 H 7.424 1.434 0.683  0.2925
69 H -3.349 -0.388 -0.115  -0.1199
70 C -1.697 3.008 2.541  -1.3969
71 C -6.836 -3.696 6.163  0.4233
72 O 0.873 10.025 -1.623  -0.6623
73 C -5.293 3.265 -0.434  -0.7093
74 N -1.096 1.918 0.232  0.7165
75 H -2.111 2.268 -4.452  0.3355
76 H -3.119 1.225 1.056  0.0331
77 C 1.150 7.810 1.140  -1.0832
78 C 9.500 -7.325 -0.097  0.9570
79 H -6.984 4.484 0.286  0.3177
80 O 10.581 1.111 1.567  -0.6413
81 H -0.956 3.712 2.992  0.2923
82 C 10.841 -0.076 1.489  0.9671
83 C 12.008 -0.618 2.246  0.3810
84 H -1.341 8.648 -1.827  0.4785
85 C 10.373 -2.302 0.636  0.3205
86 C -0.320 -0.144 2.056  -0.8966
87 H -5.274 -4.033 -1.423  0.2971
88 H -7.880 -4.552 7.444  0.3450
89 H -2.394 -2.182 -0.821  0.2494
90 H 13.164 -2.320 2.756  0.4348
91 H 2.601 10.084 -0.395  0.3423
92 O -6.586 -2.413 -1.852  -0.4665
93 O -5.483 -0.039 4.645  -0.5300
94 C -2.212 4.511 -3.907  0.9503
95 O 6.799 -0.521 1.248  -0.6372
96 H -7.054 -0.938 1.361  0.1589
97 O -2.160 6.729 -0.244  -0.4820
98 H -4.666 4.128 -0.720  0.3539
99 F -0.082 -0.800 -1.026  -0.2236
100 H -4.903 -0.312 3.906  0.2426
101 H -1.332 0.249 -2.408  0.1108
102 O 9.666 -3.169 -0.107  -0.5542
103 H -2.047 -1.426 1.663  0.2246
104 C 0.549 9.129 -0.860  0.9429
105 H -2.168 6.083 0.500  0.3517
106 H 8.760 -11.292 -1.543  0.3485
107 H 0.639 -0.322 1.512  0.1066
108 O -1.495 2.566 -5.150  -0.6681
109 C -6.622 3.445 0.154  -0.6342
110 O 11.774 -4.042 1.372  -0.5311
111 H 1.804 7.543 1.959  0.4362
112 O 10.424 -11.292 -0.221  -0.6166
113 C 10.983 -9.168 0.623  -0.8759
114 C -0.113 7.076 1.021  0.8597
115 C -1.408 3.898 -5.006  0.2324
116 H -1.559 -2.223 -2.440  0.4855
117 C -1.364 -0.278 -1.425  0.1499
118 O 2.619 9.456 0.350  -0.5844
119 H -9.034 -2.035 -2.697  0.4845
120 C 10.670 -7.868 0.662  0.3809
121 C 8.717 -8.255 -0.909  -1.0336
122 H -7.445 -6.779 -2.052  0.4224
123 C 5.847 -0.257 0.531  1.0948
124 C 9.034 -9.552 -0.948  0.3712
125 H -8.479 2.472 1.039  0.3341
126 O 0.112 6.811 -6.339  -0.6470
127 C 3.722 -0.851 -0.487  0.2719
128 P -2.317 0.612 -0.009  0.7505
129 C -1.018 7.420 -0.124  0.2934
130 O 8.332 -10.427 -1.688  -0.5599
131 C 4.797 1.395 -0.976  -1.0218
132 O -2.909 3.800 -3.215  -0.4679
133 H -3.116 -1.318 -2.297  0.2174
134 C -7.752 -5.749 -2.171  -0.8788
135 C -2.184 -1.601 -1.747  -1.3496
136 H -5.333 -0.231 -0.391  0.1890
137 H -0.627 8.332 -5.042  0.3243
138 H -0.054 4.213 -6.609  0.4309
139 C -7.365 -3.309 -2.099  0.8760
140 H 4.772 -2.125 0.847  0.4487
141 C -7.779 -0.298 0.792  -0.9153

=====

Computed, not measured: a structure of composition C57H52FeN5P3S2, with wB97M-V/def2-TZVPD.

2S+1	5
<S²>	6.10
gap between HOMO and LUMO (alpha / beta)	6.83 / 5.88	eV
LUMO (alpha / beta)	0.14 / -0.84	eV
energy above the lowest of the compared OMol25 structures with the same formula, charge and spin	0.0	kJ/mol
strongest force on any atom	0.49	eV/Å

Each line ends with the Löwdin spin population.
Element x y z (Å)
1 C -4.267 1.354 0.134  0.0001
2 H -0.004 7.070 -3.313  0.0000
3 H -0.556 0.805 -2.580  -0.0001
4 C 0.971 6.800 -2.907  0.0001
5 H -0.386 -1.496 -2.215  -0.0007
6 C -2.107 -4.054 1.878  -0.0041
7 H -5.734 -1.566 -0.760  0.0000
8 C -3.575 -4.630 3.823  -0.0003
9 C -3.069 4.054 -1.148  0.0001
10 H -1.059 4.659 1.500  0.0000
11 N -2.724 0.700 3.050  0.0039
12 H -4.094 5.548 -2.292  0.0000
13 C 4.724 -0.010 -1.023  0.0279
14 C 1.139 -5.231 2.548  -0.0045
15 C -3.634 -1.151 -0.883  0.0008
16 C 2.341 -6.040 2.352  0.0105
17 H -1.464 -2.583 3.340  -0.0008
18 H -3.147 7.435 -1.005  0.0000
19 H 5.462 2.135 -1.118  0.0080
20 H 4.182 -1.599 -4.175  0.0006
21 P -1.593 2.129 0.396  0.0025
22 C 0.378 2.722 -2.984  0.0065
23 H 3.721 2.188 3.882  -0.0001
24 H 5.485 -0.271 -0.290  0.0008
25 H -0.675 -6.423 -2.208  0.0000
26 H -1.598 2.159 -2.339  0.0001
27 C -1.026 -3.419 2.796  -0.0125
28 C -0.603 -5.343 -2.219  0.0007
29 C -0.433 -2.580 -2.223  0.0016
30 H 6.043 -0.892 -2.614  0.0016
31 Fe 0.231 -1.139 1.166  2.2129
32 C -1.027 -4.718 3.650  0.0018
33 N -0.317 1.835 -0.743  -0.0015
34 C 0.164 -2.983 2.038  -0.0977
35 H 3.296 -0.401 0.566  -0.0002
36 S -0.094 -0.126 3.283  -0.0056
37 H 0.893 3.854 0.200  -0.0001
38 N -3.003 -3.000 1.512  0.0003
39 H -1.641 6.988 0.907  0.0000
40 C -4.186 -3.471 3.579  0.0003
41 H -3.370 -2.139 -1.234  0.0000
42 H -6.292 0.667 0.149  0.0000
43 H -0.816 4.516 -3.154  0.0002
44 H -5.004 -3.134 4.205  0.0000
45 C -2.882 6.417 -0.748  0.0000
46 C -1.421 -4.601 -3.058  0.0015
47 C 5.070 -0.425 -2.483  0.0082
48 C -2.940 1.050 -0.164  0.0016
49 C 2.746 -1.618 -1.153  0.5227
50 C 2.145 -3.695 0.847  0.0137
51 C 2.402 0.760 -1.122  0.0972
52 H 0.111 4.409 -1.668  0.0000
53 C -3.968 -1.154 2.611  0.0001
54 C -0.570 1.825 -2.188  0.0002
55 C 0.142 4.203 -2.737  0.0004
56 C 2.602 -1.294 -2.588  0.0692
57 H 0.264 2.505 -4.051  0.0000
58 H -1.605 -0.489 -0.848  0.0036
59 C -2.192 3.789 -0.096  0.0003
60 N -1.231 2.184 3.908  -0.0008
61 H 2.953 2.977 -1.190  0.0297
62 H 0.931 6.838 -1.818  0.0000
63 S 1.480 5.168 -3.472  0.0010
64 C -2.033 6.167 0.320  0.0000
65 H -2.131 -5.100 -3.705  0.0001
66 C -2.639 -0.214 -0.660  0.0045
67 H -3.502 3.234 -1.707  0.0000
68 H 1.708 7.521 -3.258  0.0000
69 H 0.933 -5.292 -0.726  0.0004
70 C -1.335 -3.215 -3.061  0.0004
71 C 0.400 -3.319 -1.385  0.0003
72 C 2.125 4.387 1.866  -0.0005
73 H 3.889 -4.355 -0.165  0.0057
74 C -5.265 0.419 -0.090  0.0007
75 H -1.979 -2.627 -3.702  0.0000
76 C 3.104 2.559 3.073  -0.0003
77 H -2.512 -6.125 2.702  0.0000
78 C -1.484 0.960 3.365  0.0032
79 H -1.674 -4.521 0.992  -0.0001
80 C 2.930 3.925 2.898  0.0014
81 C 2.467 1.661 2.231  0.0081
82 H 1.982 5.451 1.718  -0.0001
83 H 1.412 2.482 -2.731  0.0053
84 C 2.236 0.235 -2.599  0.0767
85 H 1.939 -1.946 -3.151  0.0013
86 H -4.521 2.313 0.567  0.0000
87 C 3.291 1.955 -1.114  0.6099
88 P 1.475 -2.421 -0.228  0.0556
89 C 3.317 -0.385 -0.525  0.0625
90 N -2.833 -0.569 2.559  0.0007
91 P 0.916 0.907 0.044  -0.0101
92 C 0.305 -4.707 -1.385  0.0005
93 C -1.703 4.860 0.651  0.0001
94 C 0.137 -5.611 3.362  0.0424
95 H -3.920 -5.265 4.632  -0.0001
96 H -4.857 -0.700 3.048  0.0001
97 C -3.790 -2.614 2.439  -0.0008
98 H 2.435 -6.947 2.939  0.0005
99 H 0.222 -6.547 3.905  0.0021
100 C 4.771 1.029 -2.929  0.0561
101 C 1.128 -3.925 1.857  0.0144
102 C 1.505 3.487 1.013  0.0075
103 C 3.317 -5.692 1.496  -0.0104
104 H -0.334 2.324 4.337  0.0000
105 C -2.407 -5.080 3.009  0.0023
106 C -4.953 -0.832 -0.603  0.0000
107 H 3.418 4.624 3.564  0.0001
108 C 3.902 -0.951 -3.347  0.0274
109 H 3.161 0.916 -4.523  0.0006
110 C 1.668 2.118 1.187  0.0117
111 H 5.417 1.593 -3.597  0.0014
112 C 3.447 0.519 -3.552  0.0064
113 C 4.645 1.492 -1.444  0.0828
114 H 4.195 -6.317 1.392  -0.0009
115 C 3.189 -4.514 0.646  0.0251
116 H 2.570 0.600 2.415  -0.0004
117 H -2.023 2.704 4.248  -0.0001
118 H -1.100 -4.548 4.731  0.0014
119 C -3.413 5.358 -1.472  0.0000
120 H 1.286 0.471 -3.056  0.0020

=====

Computed, not measured: a structure of composition C57H54AsCl2KN8O2SSi, with wB97M-V/def2-TZVPD.

charge	-2
gap between HOMO and LUMO	5.41	eV
LUMO	3.54	eV
energy above the lowest of the compared OMol25 structures with the same formula, charge and spin	71.9	kJ/mol
strongest force on any atom	0.33	eV/Å

Each line ends with the Mulliken charge.
Element x y z (Å)
1 N -0.209 -3.188 -1.297  1.3399
2 H -0.164 -3.384 3.425  0.3485
3 H -4.130 -1.813 3.025  0.2454
4 O 0.971 1.206 0.788  0.4982
5 H -0.625 -3.168 -3.938  -0.0151
6 N -1.111 -5.192 -0.951  -0.0030
7 C 0.840 3.336 -1.260  0.1510
8 H 2.584 3.099 6.419  0.3555
9 C 2.914 -4.787 4.073  -0.7119
10 H 4.144 -0.960 0.244  0.0745
11 H -0.138 0.723 -5.500  0.1208
12 H -5.596 7.398 -1.699  0.3768
13 N -0.971 4.922 -0.998  0.2892
14 H 2.350 3.412 0.208  0.4127
15 H -0.346 -0.833 5.841  0.4952
16 As 1.626 -0.858 3.448  0.7664
17 H -3.105 -3.178 -1.922  0.3603
18 C -3.597 7.510 -0.929  -0.5797
19 C 1.234 2.314 -3.431  -0.5880
20 Cl -1.102 7.677 0.033  -0.2768
21 C 5.451 0.234 -2.685  -0.9264
22 C -0.797 -2.301 -4.579  -0.5980
23 C -2.172 5.530 -1.257  -0.9445
24 C 1.951 2.226 6.307  -0.6087
25 C -4.398 1.712 0.649  0.5511
26 C 0.308 0.021 5.977  0.0298
27 C -4.001 4.088 1.958  -0.8121
28 N 3.382 -0.817 -2.103  0.3241
29 C 2.906 -5.171 -1.691  -0.9643
30 H -2.592 -3.745 3.304  0.3535
31 C -5.286 3.538 1.855  -0.6075
32 H 3.131 -5.627 3.425  0.3739
33 C -4.650 6.889 -1.576  -0.5480
34 H 2.575 -3.045 -1.884  0.5028
35 C -2.890 0.430 -0.333  -1.1303
36 O 0.147 2.772 2.169  -0.8573
37 H -1.165 4.689 -3.649  0.5504
38 H 1.945 -3.660 -5.670  0.2900
39 C 0.236 -5.423 -1.165  0.0006
40 H 5.869 -0.908 -0.135  0.4556
41 H 0.992 4.451 0.604  0.2641
42 C -4.483 5.596 -2.039  -0.8056
43 C -2.686 -3.254 -0.912  -1.4828
44 C -2.196 -2.739 3.225  -0.8306
45 H 2.883 1.604 4.475  0.3064
46 C 1.259 3.484 0.177  -1.8936
47 C 0.433 -0.001 -6.088  -0.9976
48 C 2.167 -2.516 4.324  -0.0060
49 C 0.998 -6.583 -1.177  -1.2395
50 C 1.513 2.430 -2.079  -0.3330
51 C -2.382 -0.797 -1.024  0.4309
52 H -6.122 4.059 2.306  0.3630
53 H -1.400 -1.590 -4.010  -0.0257
54 H 3.489 -0.193 -5.419  0.3204
55 C -3.111 2.267 0.722  1.1214
56 C 4.911 -0.410 -0.300  -1.2044
57 C 2.822 -3.807 6.270  -0.7267
58 H 4.982 0.593 0.129  0.2313
59 H 1.128 -2.953 -7.076  0.3408
60 H 3.452 -5.824 5.861  0.2997
61 H 2.157 -1.779 6.337  0.3120
62 C 0.287 3.151 -4.002  -0.9934
63 Si 0.856 -1.517 -5.027  -0.2378
64 H -0.445 5.364 -0.260  0.1482
65 N 1.704 -1.229 -3.607  0.6051
66 H 0.566 -7.556 -0.977  0.3843
67 H 3.968 -5.098 -1.887  0.4437
68 H -0.170 -0.284 -6.956  0.4913
69 H 2.987 -7.305 -1.444  0.3661
70 H -2.829 -0.857 -2.021  0.3870
71 K 1.270 -0.958 -0.285  1.0467
72 C -3.287 4.918 -1.869  1.3347
73 H -3.189 0.473 2.803  0.3834
74 C -2.532 -0.378 2.942  -0.4260
75 C -0.823 -2.535 3.297  -0.2146
76 C -0.418 4.040 -3.208  -0.2841
77 H -3.870 5.018 2.497  0.4323
78 H -6.499 1.900 1.146  0.4339
79 C 2.452 -3.601 3.465  -0.1342
80 C 2.347 -6.431 -1.440  -0.3837
81 C -5.509 2.334 1.207  -1.0479
82 C 3.810 -0.230 -4.384  -0.3374
83 C 0.790 -4.158 -1.391  -0.2754
84 H -1.364 -2.614 -5.460  0.4452
85 C 4.574 -0.337 -1.768  0.4857
86 C -3.057 -1.657 3.068  -0.6615
87 C -2.397 6.841 -0.790  0.4373
88 C -1.157 -0.174 2.996  0.2534
89 H -0.662 0.660 7.780  0.3693
90 C -1.300 -3.833 -1.033  0.2954
91 H 1.332 0.503 -6.452  0.2972
92 N -4.235 0.536 -0.052  0.3047
93 C 1.315 0.265 5.042  0.0602
94 C 2.927 -0.779 -3.397  -0.3826
95 H -2.421 -1.965 0.661  -0.1905
96 H 0.810 2.630 8.079  0.3391
97 H 5.684 0.698 -4.775  0.3499
98 H -3.303 -3.973 -0.364  0.3959
99 C 0.128 0.861 7.065  -0.7834
100 H 2.259 1.788 -1.618  0.5055
101 S 2.241 -3.526 1.739  -0.1023
102 C 0.955 1.966 7.234  -0.4072
103 H 1.762 1.580 -4.025  0.5714
104 H -4.860 -0.250 -0.080  0.3399
105 C 1.735 -2.725 -6.195  -1.1074
106 C -0.295 -1.249 3.208  0.3773
107 H -1.886 3.826 1.521  0.3259
108 H -0.752 0.829 2.875  0.2236
109 H -3.689 8.513 -0.536  0.4099
110 N -2.196 1.442 0.081  0.1435
111 H 0.084 3.103 -5.065  0.4930
112 C 2.146 -4.018 -1.682  0.0706
113 H 2.690 -2.318 -6.536  0.3003
114 C -0.194 4.089 -1.838  0.2001
115 H -5.300 5.069 -2.511  0.4110
116 H 2.967 -3.877 7.342  0.3602
117 H -1.793 -5.857 -0.637  0.2500
118 N -2.828 -1.967 -0.269  0.1482
119 H -1.306 -0.710 -1.160  -0.5066
120 Cl -3.260 3.261 -2.359  -0.0954
121 C -2.898 3.461 1.406  -0.7898
122 C 0.730 2.380 1.141  0.2482
123 C 2.363 -2.629 5.698  -0.5466
124 C 2.124 1.381 5.216  -0.6729
125 C 5.035 0.267 -4.017  -0.7178
126 C 3.093 -4.890 5.439  -0.5386
127 H 6.407 0.634 -2.373  0.4291

=====

- What is the formula in the first record?
  C57H52FNO29P